The following is a DFT calculation (ωB97M-V/def2-TZVPD) of a 2-piece molecular cluster, C3H10NOP overall in a non-equilibrium geometry.

Energy   -591.55329 hartree
Strongest force on any atom   0.0927 hartree/bohr
Relative energy (zero: lowest compared OMol25 entry of this formula, charge and spin)   3.522 eV
LUMO   -0.9 eV

The geometry in XYZ format:
```
16
C3H10NOP (ωB97M-V/def2-TZVPD)
C -1.3327 -1.1432 -0.2146
C -0.4999 1.2137 0.0675
C -0.2323 -0.2577 0.3681
N 1.0275 -0.6935 -0.1540
O 3.5917 -0.3900 -0.5039
P 2.4815 -0.1966 0.4173
H -1.2971 -1.0900 -1.3012
H -1.1815 -2.1765 0.0821
H -2.3113 -0.8138 0.1234
H 0.2496 1.8492 0.5322
H -1.4820 1.5220 0.4138
H -0.4416 1.3565 -1.0127
H -0.1938 -0.3969 1.4562
H 0.9827 -0.0631 -1.7541
H 2.4280 1.0863 0.9736
H 2.5641 -0.9599 1.5832
```


The following is a DFT calculation (ωB97M-V/def2-TZVPD) of C25H25BrCl12N4O2S2 as an isolated structure in a non-equilibrium geometry.

Energy   -10229.79162 hartree
Strongest force on any atom   0.0198 hartree/bohr
LUMO   -0.6 eV

The geometry in XYZ format:
```
71
C25H25BrCl12N4O2S2 (ωB97M-V/def2-TZVPD)
C 3.4279 2.1811 1.1268
C 2.4689 2.7745 0.0795
C 1.5664 1.6977 -0.5292
O 0.3283 2.3194 -0.8893
C -0.7894 1.5206 -0.9234
C -1.1157 0.7728 -2.1273
C -0.1912 0.8070 -3.3243
C 0.9212 -0.2489 -3.3488
S 0.3463 -1.9547 -3.0423
C 1.5745 -2.8071 -3.9238
N 1.4414 -3.6942 -4.8403
N 2.7318 -4.0482 -5.2195
C 3.5278 -3.3376 -4.5219
O 2.8773 -2.5290 -3.6542
C -2.2716 0.0552 -2.1747
Br -2.8662 -0.8937 -3.7032
C -3.1511 0.0244 -1.0572
N -4.3166 -0.6112 -0.9775
S -4.8755 -0.2995 0.5026
N -3.7095 0.6243 1.0701
C -2.7777 0.7424 0.1162
C -1.5791 1.5007 0.1911
C -1.2203 2.2545 1.4526
C -1.0951 1.3007 2.6368
C -2.1000 1.1980 3.5925
C -2.0270 0.3138 4.6547
C -0.9135 -0.5170 4.7957
C -0.8585 -1.5039 5.9295
C 0.1088 -0.3930 3.8653
C 0.0293 0.4984 2.8041
H 2.9099 1.3795 1.6514
H 3.7263 2.9303 1.8559
H 4.3037 1.8043 0.6000
H 1.7907 3.5008 0.5314
H 2.9999 3.3111 -0.7068
H 2.0521 1.3332 -1.4323
H 1.4290 0.8740 0.1712
H -0.7821 0.7318 -4.2336
H 0.3127 1.7757 -3.3385
H 1.7212 -0.0412 -2.6515
H 1.3644 -0.2359 -4.3455
H 4.6003 -3.3271 -4.5532
H -0.2682 2.7585 1.3155
H -2.0244 2.9468 1.7046
H -2.9786 1.8233 3.4913
H -2.8387 0.2528 5.3690
H 0.1480 -1.8779 6.1072
H -1.5003 -2.3658 5.7296
H -1.2579 -1.0438 6.8338
H 0.9846 -1.0227 3.9805
H 0.8529 0.5642 2.1040
C 2.6430 5.8171 3.1062
Cl 1.7591 4.3625 3.5676
Cl 4.3761 5.6049 3.3643
Cl 2.3098 6.2376 1.4291
H 2.3064 6.6297 3.7356
C 5.8847 0.0197 -6.4316
Cl 4.6864 -0.9379 -5.5514
Cl 6.5009 1.3292 -5.4247
Cl 7.1977 -1.0064 -7.0032
H 5.3978 0.4569 -7.2928
C -6.5557 -3.7999 1.1582
Cl -7.9255 -4.7312 1.7602
Cl -7.0898 -2.4219 0.1927
Cl -5.5354 -3.2535 2.4914
H -5.9669 -4.4389 0.5159
C -2.5280 -4.7954 0.2620
Cl -3.7843 -5.9040 0.8342
Cl -3.2395 -3.5227 -0.7294
Cl -1.6388 -4.1059 1.6188
H -1.8354 -5.3597 -0.3478
```


The following is a DFT calculation (ωB97M-V/def2-TZVPD) of an isolated molecule of C5H8ClOP in a non-equilibrium geometry.

Energy   -1072.09996 hartree
Strongest force on any atom   0.0701 hartree/bohr
Relative energy (zero: lowest compared OMol25 entry of this formula, charge and spin)   0.908 eV
SMILES string   C[P@@]1(=O)C=C[C@@H](Cl)C1
LUMO   0.7 eV

The geometry in XYZ format:
```
16
C5H8ClOP (ωB97M-V/def2-TZVPD)
C -0.8382 -1.3449 0.7157
C 0.4572 -1.1388 0.9144
C -0.1489 -0.1639 -1.3669
C -1.3173 -0.6437 -0.5391
C 0.7998 1.7038 0.6818
O 2.6577 -0.0019 -0.5548
P 1.2375 0.1497 -0.1359
Cl -2.3170 0.7141 -0.0959
H -1.5832 -2.0151 1.1986
H 0.8203 -1.6156 1.8747
H 0.3596 -0.9561 -2.0044
H -0.4151 0.6837 -2.1120
H -1.9271 -1.2006 -1.1118
H -0.1921 1.8640 0.3820
H 0.8779 1.5002 1.7889
H 1.5288 2.4651 0.3647
```


The following is a DFT calculation (ωB97M-V/def2-TZVPD) of C35H25F2N4NiO2PS as an isolated structure in a non-equilibrium geometry.

2S+1   3
Energy   -4165.89942 hartree
Strongest force on any atom   0.0238 hartree/bohr
Relative energy (zero: lowest compared OMol25 entry of this formula, charge and spin)   0.000 eV
LUMO (spin up / spin down)   -0.3 / -0.3 eV

The geometry in XYZ format:
```
71
C35H25F2N4NiO2PS (ωB97M-V/def2-TZVPD)
Ni 0.0865 -0.0166 0.0011
O -1.9647 2.8385 1.8411
C -1.4917 1.7214 1.7028
O -1.5212 1.0422 0.6417
C -0.8246 1.0236 2.9385
P 0.4927 -0.0891 2.2934
C 0.3171 -1.6632 3.1942
C 1.4070 -2.3909 3.6690
C 1.2282 -3.6515 4.2088
C -0.0323 -4.2226 4.2555
C -1.1165 -3.5239 3.7479
C -0.9445 -2.2600 3.2137
C 2.0071 0.7073 2.9519
C 2.6270 0.4121 4.1617
C 3.8539 0.9770 4.4688
C 4.4649 1.8607 3.5935
C 3.8053 2.2375 2.4352
C 2.5835 1.6712 2.1279
H -1.6078 0.4426 3.4325
H -0.4302 1.7662 3.6368
H 2.4045 -1.9837 3.6078
H 2.0832 -4.1909 4.5886
H -0.1651 -5.2150 4.6629
H -2.0994 -3.9707 3.7601
H -1.7865 -1.7415 2.7758
H 2.1551 -0.2485 4.8737
H 4.3426 0.7207 5.3987
H 5.4425 2.2634 3.8199
H 4.2501 2.9617 1.7657
H 2.0485 1.9731 1.2395
N 4.2208 0.7135 -1.0310
C 4.5714 -0.3826 -0.2806
C 5.7909 -0.9044 0.1284
C 5.7586 -1.9783 0.9950
C 4.5510 -2.5398 1.4166
C 3.3384 -2.0464 0.9931
C 3.3463 -0.9428 0.1485
N 2.3131 -0.1841 -0.3228
C 2.8591 0.7992 -1.0007
C 2.0662 1.9232 -1.4251
C 2.4028 3.0131 -2.1816
S 1.1198 4.1528 -2.1820
C 0.2171 3.0898 -1.1539
N 0.8202 1.9957 -0.8656
H 4.8460 1.3518 -1.4905
H 6.7277 -0.4817 -0.1972
H 6.6848 -2.3837 1.3736
H 4.5728 -3.3738 2.0997
H 2.4039 -2.4662 1.3154
H 3.3076 3.2063 -2.7197
H -0.7495 3.3533 -0.7710
F 1.4541 -5.2500 -0.0978
C 1.1019 -4.1251 -0.7613
C 0.4614 -3.1112 -0.0671
C 0.0967 -1.9416 -0.7152
C 0.3100 -1.8525 -2.1162
C 1.0217 -2.8654 -2.7541
F 1.3661 -2.7517 -4.0624
C 1.4409 -4.0060 -2.0960
C -0.3379 -0.7148 -2.7745
C -0.4204 -0.4614 -4.1445
C -1.2103 0.5855 -4.5894
C -1.9404 1.3275 -3.6744
C -1.7847 1.0348 -2.3275
N -0.9828 0.0784 -1.9057
H 0.2608 -3.2575 0.9838
H 1.9979 -4.7699 -2.6133
H 0.1228 -1.0595 -4.8561
H -1.2606 0.8029 -5.6461
H -2.6077 2.1137 -3.9893
H -2.3202 1.5720 -1.5555
```


The following is a DFT calculation (ωB97M-V/def2-TZVPD) of a 2-piece molecular cluster, C5H11O6 overall in a non-equilibrium geometry.

2S+1   2
Energy   -648.31630 hartree
Strongest force on any atom   0.0526 hartree/bohr
Relative energy (zero: lowest compared OMol25 entry of this formula, charge and spin)   0.000 eV
LUMO (spin up / spin down)   0.7 / -2.0 eV

The geometry in XYZ format:
```
22
C5H11O6 (ωB97M-V/def2-TZVPD)
C -0.7175 -2.1337 0.8728
C -0.6971 -0.7256 0.3120
C 0.6852 -0.0938 0.5070
O 1.6075 -0.8389 -0.2894
O 2.8212 -0.2158 -0.1758
O -1.8298 -0.0092 0.9400
C -2.1813 1.1505 0.3252
O -1.6410 1.5658 -0.6859
C -3.2921 1.8645 1.0359
H 0.0640 -2.7330 0.3948
H -0.5487 -2.1125 1.9595
H -1.6832 -2.6012 0.6614
H -0.8836 -0.7552 -0.7722
H 0.6408 0.9514 0.1819
H 0.9562 -0.1263 1.5743
H -3.7061 1.2663 1.8432
H -2.9046 2.8088 1.4226
H -4.0631 2.1194 0.3079
H 3.4326 0.0987 -1.7062
O 3.6431 0.3694 -2.6507
O 4.9602 -0.2218 -2.6965
H 5.3375 0.3722 -3.3618
```


The following is a DFT calculation (ωB97M-V/def2-TZVPD) of C12H24BrClGaNO6PS as an isolated structure.

Energy   -6676.46323 hartree
Strongest force on any atom   0.0112 hartree/bohr
LUMO   2.3 eV
Charge   -1

The geometry in XYZ format:
```
48
C12H24BrClGaNO6PS (ωB97M-V/def2-TZVPD)
C -2.3211 -0.8647 1.0216
C -1.2321 -1.4097 0.0842
N 0.1175 -1.0773 0.5294
Ga 1.5894 -1.3706 -0.6464
C 1.5475 -0.2286 -2.3531
C 1.3040 1.2151 -2.2700
O 1.9448 2.1225 -2.6814
Cl -0.2430 1.6401 -1.3995
C 1.6724 -3.3052 -1.3862
C 0.3787 -3.7215 -1.9138
O -0.2602 -3.3235 -2.8254
Br -0.4439 -5.2510 -0.8394
P 3.6387 -0.8747 0.4335
C 3.3768 -1.5757 2.1404
C 3.1630 -3.0891 2.1001
C 3.4933 0.9488 0.7802
C 2.3075 1.4422 1.6142
H -1.8747 -0.1415 1.7074
H -2.7772 -1.6576 1.6195
H -3.1176 -0.3476 0.4823
H -1.3865 -2.4923 -0.0347
H -1.3640 -0.9770 -0.9132
H 0.2789 -1.4812 1.4477
H 0.8207 -0.6624 -3.0476
H 2.5463 -0.3194 -2.7914
H 2.3770 -3.3243 -2.2231
H 2.0262 -3.9761 -0.6107
H 2.5199 -1.0970 2.6197
H 4.2616 -1.3348 2.7399
H 3.2708 -3.5414 3.0893
H 2.1620 -3.3282 1.7332
H 3.8831 -3.5721 1.4339
H 4.4321 1.2431 1.2641
H 3.4953 1.4544 -0.1910
H 2.1855 2.5249 1.5153
H 2.4542 1.2300 2.6757
H 1.3760 0.9671 1.2967
C -4.7688 3.6616 -1.6169
C -3.3394 3.7630 -1.1188
O -3.5024 4.0842 0.2750
S -4.8052 3.3864 0.8624
O -4.4840 2.1836 1.5381
O -5.5811 4.3872 1.5074
O -5.4623 3.0079 -0.5439
H -5.2171 4.6433 -1.7794
H -4.8658 3.0498 -2.5093
H -2.7770 4.5660 -1.5858
H -2.8001 2.8234 -1.2301
```


Question: strongest force on any atom of number 5 (C5H11O6)?
Answer: 0.0526 hartree/bohr